82
Properties=species:S:1:pos:R:3 method="wB97M-V/def2-TZVPD" multiplicity=1 gap_ha=0.2645 molar_mass_g_mol=1066.85 e_above_lowest_kcal_mol=25.6 lumo_energy_ev=2.028 total_charge=-1 fmax_ev_per_a=2.6
Ba -0.504 0.415 1.449
C 3.514 1.804 0.189
C 3.252 1.333 1.577
N 2.110 0.840 1.999
C 2.277 0.512 3.330
C 3.565 0.826 3.704
N 4.158 1.334 2.571
C 4.414 0.739 4.917
O 3.854 0.305 6.012
O 5.575 1.099 4.855
C 1.191 -0.176 4.146
O 1.454 -0.440 5.341
O 0.124 -0.434 3.547
H 2.613 1.664 -0.406
H 4.334 1.247 -0.266
H 3.766 2.866 0.175
H 5.116 1.647 2.558
H 2.857 0.114 5.835
Cl -6.150 5.714 3.065
C -5.118 4.387 2.603
C -5.660 3.331 1.864
C -4.866 2.281 1.495
Cl -5.554 0.986 0.566
C -3.472 2.188 1.826
O -2.767 1.206 1.470
C -2.963 3.305 2.575
C -1.576 3.411 2.982
O -0.671 2.618 2.776
C -3.794 4.374 2.948
H -6.703 3.344 1.580
H -1.348 4.337 3.545
H -3.372 5.197 3.513
N 0.669 -4.534 1.716
C 1.982 -5.005 1.576
C 2.260 -6.362 1.540
C 3.573 -6.799 1.421
C 4.602 -5.881 1.300
C 4.318 -4.521 1.304
C 3.016 -4.076 1.470
S 2.648 -2.359 1.601
N 1.031 -2.283 1.079
C 0.277 -3.300 1.213
C -1.150 -3.230 0.753
C -1.705 -4.299 0.058
C -3.014 -4.193 -0.383
C -3.713 -3.031 -0.120
C -3.072 -1.995 0.548
N -1.822 -2.105 0.989
H -0.054 -5.230 1.781
H 1.448 -7.077 1.620
H 3.785 -7.860 1.416
H 5.625 -6.216 1.200
H 5.115 -3.795 1.196
H -1.116 -5.178 -0.168
H -3.473 -5.002 -0.938
H -4.736 -2.902 -0.448
H -3.568 -1.050 0.748
Se -0.322 -0.834 -1.994
P -0.427 1.243 -2.515
Se -0.443 2.693 -0.924
C 0.938 1.649 -3.668
C 1.098 0.864 -4.807
C 2.109 1.141 -5.711
C 2.979 2.200 -5.480
C 2.828 2.979 -4.343
C 1.806 2.708 -3.441
C -1.880 1.582 -3.574
C -2.019 2.846 -4.141
C -3.112 3.137 -4.939
C -4.083 2.169 -5.169
C -3.951 0.912 -4.600
C -2.849 0.617 -3.807
H 0.435 0.023 -4.972
H 2.225 0.527 -6.596
H 3.774 2.413 -6.184
H 3.502 3.806 -4.155
H 1.670 3.314 -2.554
H -1.274 3.609 -3.943
H -3.211 4.122 -5.377
H -4.942 2.400 -5.787
H -4.706 0.155 -4.771
H -2.728 -0.364 -3.363

14
Properties=species:S:1:pos:R:3 method="wB97M-V/def2-TZVPD" multiplicity=1 gap_ha="0.3058 / 0.3058" molar_mass_g_mol=95.12 e_above_lowest_kcal_mol=105.5 lumo_energy_ev="-5.101 / -5.102" total_charge=+1 fmax_ev_per_a=4.9
C -0.700 1.312 0.182
C 0.651 1.303 0.100
C -1.284 -0.010 0.165
C -2.456 -0.537 -0.101
C 2.329 -0.376 -0.054
N 0.107 -0.952 0.182
N 1.086 -0.076 0.075
H -1.370 2.143 0.241
H 1.298 2.126 -0.047
H -2.376 -1.631 -0.432
H -3.441 -0.064 -0.011
H 2.781 -1.428 0.107
H 2.942 0.402 -0.363
H 0.188 -1.796 0.786

16
Properties=species:S:1:pos:R:3 method="wB97M-V/def2-TZVPD" multiplicity=1 gap_ha=0.3082 molar_mass_g_mol=146.11 e_above_lowest_kcal_mol=189.5 lumo_energy_ev=-0.136 total_charge=0 fmax_ev_per_a=4.2
C -0.279 -0.566 -1.440
C -0.742 1.179 0.040
C 1.363 0.221 -0.217
N 2.648 0.491 -0.459
N 0.822 -0.816 -0.902
N -1.126 0.373 -1.114
N 3.730 0.096 -0.054
O 3.786 -0.947 0.886
O 4.788 0.516 -0.407
O 0.631 1.356 -0.085
H -0.569 -1.228 -2.161
H -1.497 2.105 0.137
H -0.910 0.595 1.006
H 1.393 -0.589 1.520
H 2.855 -1.105 1.195
H -1.809 0.766 -1.618

70
Properties=species:S:1:pos:R:3 method="wB97M-V/def2-TZVPD" multiplicity=1 gap_ha=0.1454 molar_mass_g_mol=512.71 e_above_lowest_kcal_mol=0.0 lumo_energy_ev=4.360 total_charge=-2 fmax_ev_per_a=0.5
Ca 0.126 0.616 -0.685
C -1.679 0.063 0.708
C -2.408 0.882 1.593
C -2.822 2.193 1.167
C -3.508 3.081 1.964
C -3.858 2.767 3.282
C -3.465 1.513 3.748
C -2.776 0.614 2.956
H -2.586 2.475 0.143
H -3.784 4.048 1.551
H -4.401 3.463 3.909
H -3.697 1.227 4.772
H -2.474 -0.324 3.402
C -3.052 -2.832 2.168
C -1.568 -2.858 1.805
C -1.196 -4.265 1.326
C -0.683 -2.513 3.005
P -1.170 -1.572 0.480
C -2.242 -2.255 -0.888
C -1.767 -3.304 -1.684
C -2.506 -3.753 -2.773
C -3.723 -3.160 -3.093
C -4.195 -2.108 -2.315
C -3.455 -1.658 -1.228
C 1.684 -4.665 -1.203
C 1.780 -3.678 -2.323
C 2.264 -5.975 -1.665
C 2.467 -4.160 -0.024
H -3.242 -3.499 3.021
H -3.651 -3.188 1.327
H -3.407 -1.836 2.425
H -1.156 -4.945 2.188
H -0.231 -4.304 0.811
H -1.943 -4.656 0.632
H -0.924 -3.166 3.852
H -0.799 -1.474 3.322
H 0.368 -2.664 2.747
H -0.810 -3.772 -1.449
H -2.120 -4.569 -3.377
H -4.295 -3.508 -3.948
H -5.138 -1.632 -2.561
H -3.782 -0.806 -0.639
H 1.337 -4.088 -3.240
H 2.860 -3.433 -2.575
H 1.289 -2.709 -2.118
H 1.725 -6.398 -2.522
H 2.260 -6.733 -0.873
H 3.346 -5.874 -1.994
H 2.066 -3.220 0.373
H 3.545 -3.956 -0.296
H 2.488 -4.880 0.803
O 1.755 1.972 0.373
C 2.657 1.624 -0.416
O 2.460 1.000 -1.492
H 3.703 1.868 -0.147
C -1.606 -0.761 -4.683
N -0.181 -0.528 -4.805
C 0.702 -1.690 -4.918
C 2.090 -1.099 -4.626
N 1.774 0.231 -4.107
C 0.451 0.477 -4.165
S -0.295 1.854 -3.533
H -1.956 -1.309 -5.560
H -2.121 0.194 -4.618
H -1.829 -1.350 -3.787
H 0.638 -2.127 -5.916
H 0.413 -2.445 -4.183
H 2.683 -1.012 -5.539
H 2.641 -1.689 -3.898
H 2.283 0.639 -3.321

Asked for E_tot across the records above, the calculation gives -235108.52067; -8268.20014; -15303.00829; -73199.87101 eV in order.